(1)
# CBrNO4

2 unconnected molecules or ions with the total composition CBrNO4 in a non-equilibrium geometry (ωB97M-V/def2-TZVPD, the Open Molecules 2025 dataset).

The calculation puts the highest occupied orbital energy (spin up / spin down) at -10.7668 / -10.7724 eV. Its SMILES is O=NOBr.O=C=O. As for the energy above the lowest of the compared OMol25 structures with the same formula, charge and spin: 1.60 kcal/mol. The calculation puts the calculated total energy at -80755.614 eV. As for the multiplicity: 1. Its charge is 0. As for the lowest unoccupied orbital energy (spin up / spin down): -2.46 / -2.46 eV.

Each line ends with the Löwdin charge.
Element x y z (Å)
Br 3.234733 -0.138252 0.148417  0.546
O -2.654529 -0.011761 1.175750  0.223
O -1.431329 -1.125775 -0.371802  0.215
O 1.230888 -0.399226 -0.392475  -0.327
O 0.990684 1.692327 -0.400918  0.040
N 0.611192 0.590297 -0.624205  -0.238
C -1.981636 -0.607612 0.465233  -0.458

Atoms 1-2, force components in eV/Å:
-1.0 0.1 -0.1
-0.6 0.7 1.7

=====

(2)
# C24H48Cu3O14S2

A molecular structure, C24H48Cu3O14S2 in a non-equilibrium geometry (ωB97M-V/def2-TZVPD, the Open Molecules 2025 dataset).

The calculation puts the highest occupied orbital energy (spin up / spin down) at -13.0649 / -13.0648 eV. The calculation puts the calculated total energy at -209901.598 eV. As for the multiplicity: 4. The expectation value of S² is 3.764. Its charge is +2. As for the lowest unoccupied orbital energy (spin up / spin down): -6.09 / -8.56 eV.

Each line ends with the Mulliken spin population.
Element x y z (Å)
Cu -3.949733 14.549679 11.985230  0.000
Cu -7.274909 13.004858 9.052975  0.844
Cu -8.874532 11.876462 13.523644  0.774
S -9.614044 11.047095 10.251780  -0.081
S -6.624931 12.884549 12.423672  0.011
O -5.460389 13.633588 12.919257  0.007
O -9.531571 11.632500 11.582734  0.035
O -8.101710 12.275342 15.582099  0.029
O -8.808394 11.766756 9.256307  0.043
O -6.586887 12.843641 10.949097  0.017
O -6.012287 11.537182 8.448741  0.031
O -8.538280 14.576101 9.463587  0.049
O -10.366133 13.046575 14.472828  0.063
O -3.814010 16.167682 13.459020  0.000
O -11.025659 10.948048 9.802650  0.545
O -5.028155 8.371550 16.101771  0.000
O -6.858225 11.540887 13.000575  0.081
O -9.298464 9.611353 10.245955  0.495
O -7.848439 13.603332 12.875049  0.044
C -7.405211 13.382415 17.553795  0.001
C -5.547659 8.631358 13.814421  0.000
C -9.437542 16.682966 9.082229  0.002
C -10.315274 15.999383 10.131306  0.002
C -8.111476 15.969536 9.210624  0.007
C -4.581396 17.459882 15.181045  0.000
C -4.422225 10.891718 6.815729  0.004
C -4.768643 18.323853 13.937065  0.000
C -4.591120 9.725030 14.251139  0.002
C -6.599488 10.411394 7.730399  0.000
C -12.541437 13.775500 14.845407  0.003
C -11.736397 12.567030 14.385835  -0.004
C -8.264439 11.280024 16.616167  -0.003
C -8.099338 12.065252 17.926113  0.002
C -4.041924 17.470189 12.875300  0.000
C -6.069751 8.148998 15.174717  0.000
C -4.604132 11.358527 8.269713  0.007
C -11.779854 14.946634 14.280980  0.002
C -4.710697 16.078488 14.596031  0.000
C -9.794203 14.569392 10.175741  -0.002
C -5.859046 10.441672 6.411105  0.003
C -10.316620 14.497883 14.425751  -0.008
C -7.165170 13.245789 16.035558  -0.005
C -3.981799 9.139234 15.533524  0.000
H -9.719916 14.738679 13.547192  0.004
H -5.712659 15.793615 14.259256  0.000
H -4.968986 7.832532 13.343156  0.000
H -12.499422 13.738820 15.941519  0.000
H -12.002905 15.912110 14.731308  0.000
H -4.622909 17.390726 11.948991  0.000
H -4.039740 12.269972 8.482640  0.000
H -9.812040 14.919515 15.294945  0.001
H -9.575152 14.292150 11.212662  -0.001
H -3.787539 10.040293 13.582551  0.000
H -4.390991 19.340779 13.961919  0.000
H -10.228451 16.461974 11.116304  0.000
H -3.688357 9.918835 16.239380  0.000
H -9.291300 10.916984 16.560033  0.001
H -4.367865 15.262968 15.231487  0.000
H -7.629286 11.417257 18.665637  0.000
H -11.370358 16.118912 9.888076  0.001
H -12.002057 12.494974 13.322668  0.000
H -5.229161 17.702415 16.020154  0.000
H -4.071996 11.725883 6.211159  0.000
H -7.528663 16.207110 10.101870  -0.002
H -9.790569 16.458116 8.071846  0.000
H -5.863491 9.447752 5.965982  0.000
H -5.096340 10.643417 14.565127  -0.003
H -7.563537 15.963378 8.271542  0.000
H -6.459800 13.597084 18.045582  0.001
H -7.290961 14.175818 15.489423  0.002
H -8.083442 14.211459 17.752345  0.000
H -3.072277 8.574077 15.301664  0.000
H -6.218905 11.142624 5.661561  -0.001
H -9.461158 17.768381 9.139565  0.001
H -7.678085 10.514947 7.637267  0.000
H -7.534830 10.487909 16.450122  0.000
H -6.932924 8.771685 15.442303  0.000
H -6.351805 7.098342 15.149796  0.000
H -9.083858 12.274795 18.342037  0.000
H -11.912565 15.137497 13.210686  0.000
H -6.483824 9.499413 8.318626  0.000
H -13.607527 13.770736 14.626727  -0.001
H -11.915937 11.646878 14.928771  0.001
H -4.162720 10.678755 9.005236  -0.001
H -3.551480 17.553733 15.534938  0.000
H -6.286144 8.984310 13.097736  0.000
H -5.833772 18.352598 13.696827  0.000
H -10.478299 13.776346 9.879082  -0.005
H -3.689824 10.098314 6.692148  0.000
H -3.097304 17.929042 12.582219  0.000
H -6.150233 12.844630 15.927357  0.000

Atoms 1-2, force components in eV/Å:
-0.2 0.3 1.0
-0.4 -0.4 1.4

=====

(3)
# C5H7NO

A molecular structure, C5H7NO in a non-equilibrium geometry (ωB97M-V/def2-TZVPD, the Open Molecules 2025 dataset).

The calculation puts the highest occupied orbital energy at -8.5538 eV. As for the energy above the lowest of the compared OMol25 structures with the same formula, charge and spin: 158.59 kcal/mol. The calculation puts the calculated total energy at -8829.326 eV. As for the multiplicity: 1. Its charge is 0. As for the lowest unoccupied orbital energy: 0.64 eV.

Each line ends with the Löwdin charge.
Element x y z (Å)
O 2.320066 0.151512 0.490681  -0.013
N -0.979376 0.480520 -0.854074  0.032
C -0.378851 -0.455168 0.772820  -0.181
C 0.025241 0.921711 0.189385  -0.216
C -1.751921 -0.289917 0.178267  -0.155
C 0.302431 -0.805527 -0.582422  0.017
C 1.286985 0.371343 -0.438937  -0.331
H 2.792198 -0.643521 0.211206  0.102
H -0.139826 1.923765 0.604541  0.136
H -0.093217 -0.873870 1.739746  0.129
H -2.264094 -1.189092 -0.197500  0.112
H 1.649075 0.825684 -1.370067  0.146
H -0.384293 -0.685635 -1.477097  0.114
H -2.458382 0.354624 0.708510  0.109

Atoms 1-2, force components in eV/Å:
0.0 -0.2 -0.1
0.0 0.5 0.1

=====

(4)
# C21H23N8O7ReS

A molecular structure, C21H23N8O7ReS in a non-equilibrium geometry (ωB97M-V/def2-TZVPD, the Open Molecules 2025 dataset).

The calculation puts the highest occupied orbital energy (spin up / spin down) at -17.6356 / -17.6356 eV. As for the energy above the lowest of the compared OMol25 structures with the same formula, charge and spin: 13.43 kcal/mol. The calculation puts the calculated total energy at -61338.449 eV. As for the multiplicity: 2. The expectation value of S² is 0.753. Its charge is +3. As for the lowest unoccupied orbital energy (spin up / spin down): -10.28 / -10.60 eV.

Each line ends with the Mulliken spin population.
Element x y z (Å)
Re 0.762787 0.837171 -1.488960  0.966
S -2.038898 -3.136408 0.512692  0.001
O 0.016715 -5.448777 -2.453614  0.000
O -1.633701 -1.736674 0.531220  0.007
O -2.828946 2.445022 0.496742  0.000
O -3.179276 4.129009 3.128525  0.000
O -2.272251 -3.747913 -0.770164  0.000
O -0.924715 -4.039156 -3.806309  0.000
O -0.374213 1.390033 -0.402580  0.058
N 0.629983 -3.258172 -0.728075  0.004
N -0.294843 -4.341079 -2.826607  0.000
N 4.686278 2.106375 -2.210860  -0.001
N 1.779031 4.947424 -3.963152  0.000
N 1.162089 2.608375 -2.631088  -0.058
N 2.868649 0.953659 -1.603192  0.017
N 0.872561 -1.205610 -1.460427  0.009
N 5.015289 0.935772 -1.622377  0.006
C -1.229709 4.186765 4.365949  0.000
C -4.716717 -2.944830 0.844927  0.000
C 0.197891 3.353890 -3.180935  -0.004
C 2.439223 3.027852 -2.761880  0.007
C 0.319000 -1.958120 -2.492623  -0.033
C 3.390847 2.089317 -2.187288  -0.003
C 0.774110 2.997587 3.650891  0.000
C 0.179991 -3.211303 -2.037740  0.003
C 0.077695 3.828364 4.562074  0.000
C -0.687992 -4.045693 1.272192  0.000
C -1.925024 3.738928 3.237558  -0.001
C 1.486657 -1.614996 0.945544  0.008
C -1.956099 2.554634 1.206658  -0.002
C -3.444319 -3.372254 1.568280  0.000
C 1.033886 -2.029123 -0.403821  -0.004
C 0.526958 4.535095 -3.843522  0.002
C 0.145474 2.547140 2.537640  0.006
C 0.389727 -4.365990 0.233649  0.000
C 2.740951 4.198052 -3.433209  -0.003
C -1.210035 2.917548 2.299691  0.004
C 3.950633 0.241089 -1.268953  0.007
H -1.764790 4.811091 5.068901  0.000
H 0.074585 -1.571226 -3.468114  -0.001
H 3.767187 4.527800 -3.545353  0.000
H -5.562504 -3.108824 1.509606  0.000
H 1.333434 -4.617117 0.714668  0.000
H -4.688817 -1.888218 0.582343  0.000
H -3.462313 -4.431560 1.828838  0.000
H 2.209643 -0.802366 0.876076  -0.002
H 0.589675 4.184660 5.446840  0.000
H -4.867286 -3.532246 -0.057768  0.000
H -0.822588 3.006040 -3.099260  0.004
H 0.089099 -5.213282 -0.369914  0.000
H 0.635408 1.885338 1.839886  0.002
H 1.951045 -2.443454 1.477385  0.000
H 3.975096 -0.731549 -0.805673  -0.002
H -0.330714 -3.461078 2.118696  0.000
H -1.073041 -4.994294 1.647382  0.000
H 5.993218 0.682768 -1.526573  0.000
H -0.248818 5.145164 -4.289803  0.000
H 0.624442 -1.266205 1.517742  0.001
H -3.253435 -2.783066 2.465948  0.000
H -3.695733 3.768852 2.394902  0.000
H 1.797523 2.719745 3.856375  0.000

Atoms 1-2, force components in eV/Å:
-0.2 0.2 -0.2
0.0 0.0 0.0

=====

(5)
# C2H5NS2

A single C2H5NS2 molecule in a non-equilibrium geometry (ωB97M-V/def2-TZVPD, the Open Molecules 2025 dataset).

The calculation puts the highest occupied orbital energy at -8.6440 eV. Its SMILES is CN(S)C=S. As for the energy above the lowest of the compared OMol25 structures with the same formula, charge and spin: 42.32 kcal/mol. The calculation puts the calculated total energy at -25313.991 eV. As for the multiplicity: 1. Its charge is 0. As for the lowest unoccupied orbital energy: 0.51 eV.

Each line ends with the Löwdin charge.
Element x y z (Å)
S -2.628322 -0.619029 0.050833  0.614
S 0.394364 -1.812191 0.079555  0.727
N 0.016140 -0.105709 -0.113050  -0.605
C -1.308204 0.309937 0.008562  -0.773
C 1.259496 0.624936 0.026527  -0.157
H 1.489106 0.529109 1.184056  0.127
H 2.089285 0.317859 -0.603874  0.077
H -0.788764 -2.204017 -0.623758  -0.122
H -1.410246 1.393603 0.149593  0.067
H 0.887147 1.565500 -0.158440  0.045

Atoms 1-2, force components in eV/Å:
-0.3 -0.4 -0.1
-2.1 0.1 -1.3

=====

(6)
# C22H35AuNO2P

A molecular structure, C22H35AuNO2P (ωB97M-V/def2-TZVPD, the Open Molecules 2025 dataset).

The calculation puts the highest occupied orbital energy at -14.6920 eV. As for the energy above the lowest of the compared OMol25 structures with the same formula, charge and spin: 0.00 kcal/mol. The calculation puts the calculated total energy at -41932.355 eV. As for the multiplicity: 1. Its charge is +2. As for the lowest unoccupied orbital energy: -8.97 eV.

Each line ends with the Löwdin charge.
Element x y z (Å)
Au 0.183272 -1.034326 -0.043820  0.755
P -1.872919 -1.780466 -0.538506  0.763
O 2.445262 -0.944298 0.069442  -0.336
O 1.111599 -1.154604 2.470413  -0.301
N 0.399606 1.928552 -0.283365  0.198
C 2.060961 4.217322 2.056312  -0.021
C 2.492376 -1.454302 2.403447  -0.191
C -3.153929 -0.485904 -0.445105  -0.400
C 1.704961 3.659994 0.853507  0.016
C 0.343167 2.200814 -3.876132  -0.023
C -2.414547 -3.082402 0.613808  -0.379
C 0.347199 2.528814 -1.478042  -0.254
C -1.993537 -2.452288 -2.227782  -0.384
C 3.076324 -0.601136 1.313027  -0.167
C 0.457500 -1.746754 3.587432  -0.074
C 0.226958 3.586752 -4.035338  0.020
C 0.358202 1.669238 -2.613859  0.018
C 0.329382 2.010748 2.056319  0.019
C 0.652502 2.615974 3.243842  -0.022
C 0.132729 4.446456 -2.938298  -0.018
C 0.799977 2.559324 0.830616  -0.263
C 1.518785 3.713120 3.241809  0.015
C -0.838841 -3.363338 -2.641227  -0.141
C -1.370829 -4.157230 0.917177  -0.137
C 0.196445 3.935366 -1.666189  0.029
C -4.591944 -0.980706 -0.594189  -0.126
C 3.122030 -0.380488 -1.058855  -0.070
H -0.391384 -3.717364 1.115921  0.041
H 3.020818 0.708632 -1.066514  0.086
H -3.320600 -3.524196 0.192099  0.094
H -0.017301 5.505356 -3.095461  0.130
H -0.882848 -3.564500 -3.710321  0.082
H -2.907881 0.239150 -1.226273  0.076
H 0.169799 3.999882 -5.034559  0.133
H -1.668902 -4.731396 1.792989  0.083
H -4.728649 -1.569858 -1.501113  0.073
H -4.896861 -1.590508 0.255257  0.074
H -2.062907 -1.588373 -2.894802  0.086
H 2.640527 -2.517486 2.184647  0.144
H -0.878336 -4.321982 -2.126639  0.066
H 4.150545 -0.775072 1.224614  0.143
H 2.168100 3.990697 -0.066551  0.128
H -0.322265 1.148394 2.007487  0.104
H -0.607453 -1.551458 3.481145  0.088
H 0.623715 -2.826748 3.611527  0.098
H 0.819303 -1.308974 4.520986  0.099
H 2.993809 -1.221266 3.349012  0.144
H 0.127710 -2.906554 -2.420048  0.043
H 0.259347 2.241472 4.178540  0.126
H 2.902527 0.460332 1.523335  0.128
H -2.716710 -2.568212 1.530749  0.087
H 0.425314 0.602355 -2.436774  0.087
H 1.804675 4.162614 4.184388  0.132
H -1.261409 -4.857166 0.090662  0.068
H 2.772179 5.030632 2.093532  0.129
H 0.398956 1.563038 -4.747090  0.126
H -2.946674 -2.981520 -2.301200  0.092
H -3.013408 0.027543 0.509318  0.075
H 2.673442 -0.807186 -1.952386  0.092
H 0.045334 4.575508 -0.807763  0.129
H -5.273831 -0.133717 -0.651001  0.083
H 4.178650 -0.646310 -1.024159  0.106

Atoms 1-2, force components in eV/Å:
0.3 -0.4 0.0
-0.3 0.1 -0.1